(1)
ORCA calculation (ωB97M-V/def2-TZVPD) on 5 unconnected molecules or ions with the total composition C43H75Cl2N2O12 at a distorted geometry.

Structure (XYZ):
```
134
C43H75Cl2N2O12, DFT ωB97M-V/def2-TZVPD
C 1.809 4.917 4.851
C 0.562 5.244 4.429
C -0.187 4.547 3.376
C -1.575 4.429 3.497
C -2.320 4.990 4.675
O -2.745 6.093 4.675
O -2.503 4.102 5.668
C -1.759 4.415 6.875
C -2.312 3.593 8.021
C -3.824 3.913 8.195
N -4.623 2.961 7.396
C -2.279 3.745 2.509
C -1.620 3.184 1.435
C -2.452 2.432 0.463
Cl -3.132 3.270 -0.890
C -2.692 1.133 0.661
C -2.161 0.359 1.844
Cl -3.646 0.236 -0.455
N -0.273 3.306 1.307
C 0.468 2.682 0.184
C 0.125 3.214 -1.219
C -0.237 2.069 -2.169
C 0.848 1.001 -2.263
C 0.408 -0.205 -3.141
C 0.450 -1.498 -2.321
C 0.448 -2.747 -3.226
C -0.541 -3.829 -2.798
C -0.189 -4.500 -1.468
C -0.686 -5.962 -1.362
O 0.365 -6.890 -1.234
C 0.545 -7.408 0.072
C 0.435 3.972 2.250
O 1.759 4.065 2.077
C 2.234 5.360 1.621
C 1.240 6.165 0.799
H 2.055 3.901 5.150
H 2.597 5.657 4.945
H 0.050 6.061 4.937
H -0.697 4.214 6.726
H -1.900 5.473 7.108
H -1.765 3.800 8.939
H -2.273 2.536 7.763
H -4.096 3.802 9.242
H -3.975 4.938 7.851
H -5.012 3.420 6.584
H -5.393 2.638 7.967
H -3.352 3.649 2.584
H -1.090 0.193 1.751
H -2.394 0.908 2.755
H -2.705 -0.579 1.895
H 1.537 2.734 0.325
H 0.214 1.621 0.211
H 1.007 3.676 -1.655
H -0.648 3.974 -1.223
H -0.363 2.482 -3.170
H -1.155 1.571 -1.848
H 1.106 0.575 -1.288
H 1.784 1.410 -2.652
H -0.632 -0.037 -3.433
H 1.069 -0.285 -4.001
H 1.356 -1.524 -1.713
H -0.388 -1.553 -1.619
H 1.439 -3.194 -3.309
H 0.157 -2.423 -4.229
H -0.508 -4.609 -3.568
H -1.565 -3.445 -2.805
H 0.881 -4.506 -1.264
H -0.680 -3.933 -0.673
H -1.220 -6.210 -2.286
H -1.430 -6.026 -0.561
H 1.391 -6.909 0.559
H 0.817 -8.461 0.003
H -0.346 -7.355 0.693
H 2.560 5.972 2.459
H 3.121 5.219 1.009
H 0.468 6.638 1.407
H 1.784 6.979 0.321
H 0.775 5.589 -0.003
O 2.010 -2.779 0.679
C 3.030 -3.280 1.069
O 3.604 -4.237 0.324
C 4.915 -4.757 0.570
C 4.887 -5.901 1.562
C 3.629 -2.933 2.413
H 5.598 -3.962 0.874
H 5.267 -5.117 -0.394
H 4.532 -5.577 2.540
H 5.883 -6.326 1.681
H 4.211 -6.683 1.215
H 3.193 -3.580 3.173
H 3.375 -1.900 2.640
H 4.713 -3.010 2.446
O 0.138 5.400 -2.987
C 0.708 6.297 -3.555
O 1.990 6.124 -3.906
C 2.701 7.021 -4.770
C 3.329 8.164 -4.000
C 0.047 7.633 -3.797
H 2.060 7.370 -5.580
H 3.481 6.418 -5.231
H 2.574 8.787 -3.520
H 3.920 8.792 -4.666
H 3.978 7.777 -3.214
H 0.214 8.273 -2.932
H -1.021 7.466 -3.912
H 0.390 8.137 -4.696
O 1.761 -0.686 -6.032
C 1.098 -1.161 -6.913
O 1.526 -2.281 -7.518
C 0.720 -3.048 -8.418
C 0.827 -2.540 -9.841
C -0.154 -0.482 -7.417
H -0.313 -3.095 -8.072
H 1.112 -4.062 -8.361
H 0.448 -1.522 -9.933
H 0.261 -3.181 -10.518
H 1.869 -2.527 -10.159
H 0.116 0.224 -8.201
H -0.599 0.063 -6.588
H -0.910 -1.170 -7.789
O -0.564 -9.156 2.354
C -1.592 -8.843 2.888
O -2.674 -9.628 2.733
C -3.877 -9.469 3.490
C -4.819 -8.474 2.845
C -1.728 -7.544 3.648
H -3.653 -9.216 4.527
H -4.340 -10.455 3.504
H -4.383 -7.475 2.809
H -5.756 -8.421 3.400
H -5.035 -8.770 1.819
H -2.017 -6.755 2.954
H -0.758 -7.300 4.075
H -2.438 -7.585 4.471
```

The total energy comes out at -98393.1674 eV. Its molecular weight is 883.0 g mol⁻¹. As for the energy above the lowest of the compared OMol25 structures with the same formula, charge and spin: 0.000 eV. As for the charge: +1. The calculation puts the HOMO-LUMO gap at 6.444 eV. For the max |F|, the calculation gives 1.87 eV Å⁻¹.

(2)
ORCA calculation (ωB97M-V/def2-TZVPD) on a molecular structure, C43H75F9N3O17TiY at a distorted geometry.

Structure (XYZ):
```
149
C43H75F9N3O17TiY, DFT ωB97M-V/def2-TZVPD
Y -2.007 -4.380 -2.123
Ti -2.753 -1.448 0.382
C -0.135 -1.379 -1.027
O -0.839 -0.317 -0.404
O -1.079 -2.381 -1.147
C 0.849 -0.986 -2.148
F 0.221 -0.207 -3.089
F 1.922 -0.326 -1.769
F 1.285 -2.033 -2.872
C -0.078 0.701 0.239
C -0.932 1.377 1.226
H -0.482 1.487 2.213
H -1.098 2.420 0.949
H -1.927 0.937 1.316
H 0.449 1.308 -0.501
H 0.790 0.321 0.790
H 0.629 -1.632 -0.275
C -3.037 -2.219 3.653
O -4.012 -2.974 4.352
O -3.287 -2.547 2.333
C -3.258 -0.721 4.116
F -4.424 -0.413 4.683
F -2.196 -0.214 4.790
F -3.328 0.021 2.977
C -3.721 -3.443 5.661
C -4.989 -4.130 6.043
H -5.175 -5.001 5.420
H -4.886 -4.496 7.070
H -5.774 -3.385 6.169
H -3.478 -2.701 6.428
H -2.884 -4.149 5.692
H -2.032 -2.552 3.936
C -5.183 -2.560 -1.103
O -4.920 -1.355 -0.341
O -3.941 -3.081 -1.496
C -6.283 -3.441 -0.424
F -7.393 -2.690 -0.270
F -6.688 -4.490 -1.134
F -5.905 -3.835 0.794
C -5.718 -0.202 -0.713
C -4.895 1.005 -0.261
H -5.574 1.853 -0.160
H -4.582 0.905 0.783
H -4.021 1.284 -0.850
H -6.727 -0.322 -0.326
H -5.813 -0.070 -1.794
H -5.702 -2.181 -1.989
O 0.080 6.846 -0.661
C -0.603 5.955 -0.163
O -1.904 5.863 0.086
C -2.661 7.026 0.053
C -3.060 7.327 -1.405
C 0.109 4.711 0.128
H -1.985 7.853 0.288
H -3.514 7.111 0.724
H -2.116 7.633 -1.858
H -3.649 8.241 -1.324
H -3.479 6.482 -1.946
H -0.132 4.013 -0.684
H -0.265 4.248 1.041
H 1.191 4.737 0.043
O 2.711 -2.454 4.218
C 1.907 -1.611 4.554
O 1.517 -1.406 5.818
C 2.015 -2.221 6.886
C 3.472 -1.941 7.142
C 1.149 -0.756 3.601
H 1.882 -3.255 6.564
H 1.480 -1.984 7.802
H 3.689 -0.870 7.187
H 4.137 -2.218 6.324
H 3.773 -2.322 8.117
H 1.002 0.237 4.025
H 0.216 -1.306 3.474
H 1.760 -0.656 2.707
O -1.930 -2.634 -3.978
C -2.066 -1.907 -4.956
O -2.424 -0.637 -4.911
C -2.809 0.013 -3.660
C -4.051 0.836 -4.027
C -1.720 -2.313 -6.357
H -2.007 0.701 -3.403
H -3.073 -0.691 -2.872
H -4.973 0.256 -3.987
H -3.992 1.199 -5.053
H -4.138 1.694 -3.361
H -2.150 -3.308 -6.473
H -0.631 -2.349 -6.335
H -2.130 -1.655 -7.117
O 6.408 -2.235 -4.902
C 5.300 -2.627 -5.213
O 5.011 -3.137 -6.404
C 6.007 -3.276 -7.424
C 6.401 -1.960 -8.098
C 4.154 -2.628 -4.271
H 5.462 -3.943 -8.091
H 6.881 -3.774 -7.007
H 5.765 -1.087 -8.260
H 6.977 -2.050 -9.019
H 7.082 -1.468 -7.395
H 3.169 -2.743 -4.726
H 4.096 -1.737 -3.650
H 4.183 -3.481 -3.589
C 3.813 -2.559 0.310
C 5.228 -3.158 0.516
C 6.085 -3.300 -0.776
C 6.265 -2.037 -1.525
N 6.340 -1.023 -2.061
H 3.204 -3.401 -0.032
H 3.833 -1.788 -0.459
H 3.323 -2.234 1.228
H 5.146 -4.104 1.053
H 5.780 -2.574 1.255
H 5.659 -4.043 -1.450
H 7.049 -3.673 -0.431
C 6.247 2.517 -3.886
C 4.697 2.255 -3.991
C 4.298 1.202 -3.006
C 4.003 1.603 -1.639
N 3.840 1.854 -0.528
H 6.513 3.274 -4.624
H 6.785 1.603 -4.139
H 6.598 2.881 -2.920
H 4.624 1.966 -5.039
H 4.120 3.167 -3.839
H 4.887 0.306 -3.202
H 3.281 0.859 -3.246
C -5.909 2.812 3.612
C -4.545 3.573 3.539
C -4.006 3.486 2.100
C -4.753 4.184 1.049
N -5.324 4.729 0.201
H -6.676 3.253 2.973
H -6.321 3.159 4.564
H -5.876 1.727 3.561
H -3.844 3.113 4.234
H -4.703 4.604 3.851
H -3.394 2.600 1.908
H -3.100 4.112 2.143
C 2.976 1.979 2.708
C 3.887 0.775 2.999
O 4.054 0.881 4.386
C 3.364 1.889 4.920
O 3.319 2.144 6.093
O 2.739 2.595 3.975
H 2.034 1.684 2.247
H 3.577 2.653 2.103
H 4.831 0.989 2.497
H 3.544 -0.233 2.769
```

The total energy comes out at -133691.9121 eV. Its molecular weight is 1213.8 g mol⁻¹. The multiplicity is 4. Its expectation value of S² is 3.75. As for the charge: +1. The calculation puts the HOMO-LUMO gap (spin up / spin down) at 6.167 / 7.442 eV. For the max |F|, the calculation gives 4.45 eV Å⁻¹.

(3)
ORCA calculation (ωB97M-V/def2-TZVPD) on 6 unconnected molecules or ions with the total composition C43H76BrFIN4O12P2S at a distorted geometry.

Structure (XYZ):
```
141
C43H76BrFIN4O12P2S, DFT ωB97M-V/def2-TZVPD
C -0.048 -3.637 1.429
C -0.652 -3.230 0.488
N -1.323 -2.775 -0.617
C -2.093 -1.631 -0.281
N -3.386 -1.823 -0.249
N -4.232 -0.711 -0.095
C -4.943 -0.694 0.927
O -5.781 -0.840 1.707
P -4.181 -3.437 -0.444
S -3.678 -4.777 0.805
N -1.448 -0.458 -0.129
C -1.846 0.510 0.907
C -0.697 0.990 1.823
C 0.429 -0.007 2.040
Br -1.573 1.360 3.550
C -0.943 -0.039 -1.451
F -2.040 -0.103 -2.319
C -0.454 1.395 -1.464
C -1.571 2.411 -1.818
C -1.616 2.758 -3.313
I -1.080 4.219 -0.718
C 0.111 -1.111 -1.879
O 1.018 -1.150 -0.785
C 0.902 -0.775 -3.168
C 2.411 -0.586 -2.950
C 2.835 0.797 -2.443
C 4.319 1.105 -2.751
C 5.267 -0.091 -2.648
C 5.276 -0.718 -1.262
O 6.608 -1.231 -1.030
C 6.644 -2.206 -0.076
C 7.221 -3.510 -0.513
O 6.262 -1.997 1.038
C -0.505 -2.541 -1.867
C -1.508 -2.827 -3.003
C -1.685 -2.213 -4.188
P 0.770 -3.874 -2.070
O 1.972 -3.845 -1.234
O 1.141 -3.919 -3.621
O -0.161 -5.137 -1.806
H 0.544 -3.861 2.281
H -5.499 -3.009 -0.261
H -4.037 -3.713 -1.805
H -2.343 1.395 0.508
H -2.588 0.051 1.553
H -0.338 1.966 1.512
H 0.204 -1.017 1.709
H 1.302 0.345 1.484
H 0.756 -0.054 3.075
H -0.047 1.691 -0.500
H 0.343 1.560 -2.181
H -2.536 2.118 -1.423
H -1.633 3.832 -3.478
H -2.473 2.290 -3.795
H -0.710 2.405 -3.808
H 1.303 -0.260 -0.549
H 0.513 0.096 -3.700
H 0.797 -1.587 -3.881
H 2.827 -1.405 -2.366
H 2.864 -0.686 -3.943
H 2.258 1.515 -3.032
H 2.683 0.943 -1.371
H 4.353 1.461 -3.784
H 4.690 1.902 -2.107
H 5.105 -0.825 -3.438
H 6.280 0.282 -2.819
H 4.586 -1.557 -1.157
H 5.080 0.050 -0.509
H 6.964 -4.298 0.187
H 8.312 -3.435 -0.532
H 6.911 -3.800 -1.516
H -2.115 -3.704 -2.791
H -0.898 -2.032 -4.911
H -2.688 -1.927 -4.491
H 2.091 -3.737 -3.682
H 0.393 -5.933 -1.817
C 5.759 -8.628 1.242
C 7.199 -8.642 0.735
C 7.244 -7.367 -0.098
O 6.332 -6.451 0.515
C 5.529 -7.141 1.478
H 5.602 -9.225 2.139
H 5.086 -8.996 0.465
H 7.891 -8.568 1.575
H 7.455 -9.530 0.160
H 6.913 -7.552 -1.126
H 8.237 -6.917 -0.130
H 5.856 -6.842 2.479
H 4.487 -6.845 1.352
C 4.545 3.415 3.375
C 4.840 1.930 3.576
C 3.509 1.297 3.202
O 2.917 2.151 2.210
C 3.638 3.389 2.154
H 5.435 4.024 3.224
H 4.004 3.809 4.238
H 5.620 1.603 2.885
H 5.156 1.679 4.587
H 2.833 1.256 4.064
H 3.617 0.291 2.796
H 4.221 3.407 1.227
H 2.927 4.216 2.132
C -5.536 -1.256 5.348
C -6.763 -0.822 6.146
C -6.120 -0.136 7.345
O -4.891 0.424 6.876
C -4.587 -0.087 5.583
H -5.737 -1.432 4.292
H -5.119 -2.172 5.772
H -7.350 -0.103 5.569
H -7.418 -1.644 6.429
H -5.895 -0.854 8.139
H -6.739 0.659 7.763
H -4.751 0.710 4.845
H -3.535 -0.376 5.548
C -8.355 2.035 1.041
C -8.828 3.100 0.054
C -7.730 4.149 0.181
O -6.529 3.435 0.498
C -6.845 2.096 0.849
H -8.768 1.045 0.853
H -8.615 2.324 2.061
H -8.844 2.691 -0.958
H -9.817 3.496 0.276
H -7.941 4.850 0.993
H -7.576 4.718 -0.735
H -6.524 1.440 0.023
H -6.293 1.821 1.751
C 0.068 9.087 -3.007
C -1.440 9.148 -3.242
C -1.645 8.012 -4.236
O -0.644 7.032 -3.940
C 0.323 7.587 -3.047
H 0.387 9.546 -2.073
H 0.595 9.581 -3.826
H -1.971 8.935 -2.312
H -1.788 10.108 -3.620
H -1.502 8.355 -5.265
H -2.630 7.552 -4.158
H 0.178 7.135 -2.058
H 1.324 7.334 -3.398
```

The total energy comes out at -186615.1753 eV. Its molecular weight is 1160.9 g mol⁻¹. As for the charge: +1. The calculation puts the HOMO-LUMO gap at 7.021 eV. For the max |F|, the calculation gives 2.10 eV Å⁻¹.